Record 1
Below is a structure of composition C5H8O, with properties calculated with ωB97M-V/def2-TZVPD.

Its energy above the lowest of the compared OMol25 structures with the same formula, charge and spin is 466.0 kJ/mol. The total energy comes out at -7357.42519 eV. The calculation puts the LUMO energy at 0.78 eV. The value obtained for the HOMO-LUMO gap is 0.33617 Ha. Its molecular weight is 84.12 g/mol. For the highest occupied orbital energy, the calculation gives -8.4 eV.

Geometry as ORCA input:
```
! RIJCOSX wB97M-V def2-TZVPD def2/J DEFGRID3
* xyz 0 1
O 1.32 -0.44 1.44
C 0.48 -0.28 0.25
C -1.03 -0.35 0.42
C -1.09 0.53 -0.85
C 0.34 1.02 -0.52
C 1.41 -1.37 -0.10
H 2.14 0.05 1.29
H -1.37 0.21 1.30
H -1.50 -1.34 0.41
H -1.88 1.28 -0.92
H 1.05 1.18 -1.34
H 0.31 1.90 0.14
H 0.91 -2.30 0.25
H -1.09 -0.08 -1.76
*
```


Record 2
Below is the ion C14H22NO2S with charge +1 at a distorted geometry, with properties calculated with ωB97M-V/def2-TZVPD.

Its energy above the lowest of the compared OMol25 structures with the same formula, charge and spin is 218.3 kJ/mol. The total energy comes out at -31286.13017 eV. The calculation puts the LUMO energy at -2.56 eV. The value obtained for the HOMO-LUMO gap is 0.32206 Ha. Its molecular weight is 268.40 g/mol. As for the SMILES: CCc1ccccc1SC(=O)OCC[N+](C)(C)C. For the highest occupied orbital energy, the calculation gives -11.3 eV.

Geometry as ORCA input:
```
! RIJCOSX wB97M-V def2-TZVPD def2/J DEFGRID3
* xyz 1 1
O -0.16 0.27 0.32
O 0.12 -0.71 -1.81
S -2.17 -1.17 -0.47
C -0.59 -0.45 -0.66
C -3.46 -1.77 3.23
C -2.62 -2.73 3.78
C -3.21 -1.31 1.94
C -1.64 -3.33 3.04
C -2.15 -1.82 1.25
C -1.29 -2.79 1.79
C 1.10 -2.89 1.56
C 1.16 0.14 -2.16
C -0.17 -3.32 0.88
C 2.39 2.39 -1.04
C 0.06 3.12 -0.84
C 1.62 3.99 -2.58
C 0.66 1.57 -2.64
N 1.11 2.75 -1.80
H -4.26 -1.33 3.93
H -2.76 -3.07 4.84
H -3.87 -0.53 1.48
H -0.86 -4.00 3.51
H 1.41 -3.57 2.45
H 1.05 -1.87 1.82
H 1.92 -2.99 0.89
H 1.73 -0.32 -2.95
H 1.82 0.21 -1.36
H -0.26 -4.38 0.81
H -0.23 -2.94 -0.12
H 3.27 2.18 -1.67
H 2.65 3.42 -0.70
H 2.34 1.59 -0.26
H -0.91 2.88 -1.21
H -0.01 4.09 -0.43
H 0.20 2.49 0.11
H 2.09 3.68 -3.54
H 2.38 4.59 -2.09
H 0.79 4.70 -2.79
H 1.14 1.69 -3.57
H -0.41 1.54 -2.94
*
```


Record 3
Below is a cluster of 15 separate species, C28H93N7O15 in total at a distorted geometry, with properties calculated with ωB97M-V/def2-TZVPD.

Its energy above the lowest of the compared OMol25 structures with the same formula, charge and spin is 0.0 kJ/mol. The total energy comes out at -71683.50019 eV. The calculation puts the LUMO energy at 0.08 eV. The value obtained for the HOMO-LUMO gap is 0.32846 Ha. Its molecular weight is 768.09 g/mol. For the highest occupied orbital energy, the calculation gives -8.9 eV.

Geometry as ORCA input:
```
! RIJCOSX wB97M-V def2-TZVPD def2/J DEFGRID3
* xyz 0 1
C 2.50 5.17 5.55
C 2.61 4.94 4.04
C 1.83 3.73 3.55
O 0.45 3.98 3.72
C -0.41 2.97 3.27
N 2.22 6.17 3.33
H 2.96 4.37 6.15
H 1.47 5.27 5.89
H 2.97 6.09 5.92
H 3.64 4.78 3.71
H 2.12 2.85 4.13
H 2.02 3.60 2.48
H -0.51 2.99 2.18
H -1.39 3.18 3.70
H -0.15 2.02 3.75
H 2.89 6.92 3.42
H 1.33 6.48 3.70
C 1.90 -0.21 4.89
C 1.58 0.62 6.11
C 0.43 0.08 6.95
O -0.70 -0.18 6.12
C -1.56 -1.17 6.65
N 2.77 0.83 6.96
H 2.31 -1.20 5.15
H 2.61 0.29 4.23
H 1.01 -0.52 4.35
H 1.33 1.65 5.82
H 0.07 0.81 7.68
H 0.72 -0.83 7.49
H -2.00 -0.85 7.60
H -1.00 -2.09 6.86
H -2.30 -1.30 5.86
H 3.57 1.02 6.36
H 2.61 1.71 7.44
C -7.62 0.43 -0.75
C -6.82 -0.61 0.04
C -7.56 -1.92 0.25
O -8.90 -1.69 0.55
C -9.64 -2.76 1.13
N -5.53 -0.80 -0.61
H -7.94 0.07 -1.73
H -7.07 1.36 -0.93
H -8.47 0.79 -0.16
H -6.69 -0.10 1.01
H -7.08 -2.66 0.91
H -7.48 -2.44 -0.73
H -10.67 -2.43 1.14
H -9.24 -2.88 2.14
H -9.48 -3.69 0.60
H -5.55 -0.54 -1.58
H -5.17 -1.75 -0.56
C -2.35 -5.24 -5.37
C -0.87 -5.59 -5.27
C -0.14 -4.63 -4.32
O -0.07 -3.33 -4.90
C 0.52 -2.35 -4.07
N -0.89 -6.92 -4.60
H -2.92 -5.42 -4.47
H -2.87 -5.76 -6.18
H -2.46 -4.18 -5.64
H -0.33 -5.53 -6.22
H 0.89 -4.92 -4.07
H -0.69 -4.57 -3.37
H 0.41 -1.38 -4.55
H 1.58 -2.54 -3.87
H -0.13 -2.29 -3.19
H 0.03 -7.35 -4.51
H -1.08 -6.70 -3.62
C 1.25 0.20 0.92
C 1.46 -0.17 -0.55
C 0.23 0.29 -1.35
O -0.84 -0.61 -1.14
C -2.11 -0.02 -1.25
N 2.66 0.52 -1.03
H 0.30 -0.24 1.24
H 1.17 1.27 1.11
H 2.07 -0.26 1.48
H 1.53 -1.25 -0.72
H 0.38 0.36 -2.43
H -0.01 1.27 -0.93
H -2.32 0.74 -0.48
H -2.86 -0.80 -1.18
H -2.18 0.62 -2.14
H 2.93 0.10 -1.93
H 3.41 0.22 -0.41
C -4.50 2.18 -2.69
C -4.86 1.67 -4.12
C -6.01 0.67 -4.21
O -5.77 -0.59 -3.63
C -4.51 -1.19 -3.80
N -5.19 2.85 -4.95
H -4.45 1.32 -2.01
H -5.38 2.72 -2.34
H -3.58 2.74 -2.74
H -3.92 1.35 -4.57
H -6.38 0.65 -5.25
H -6.90 1.06 -3.71
H -4.39 -1.90 -2.97
H -3.72 -0.46 -3.61
H -4.31 -1.81 -4.68
H -4.37 3.43 -5.12
H -5.80 3.46 -4.41
C 9.06 2.03 -1.60
C 9.30 2.52 -0.18
C 8.65 1.72 0.93
O 7.25 1.58 0.78
C 6.77 0.47 0.06
N 10.74 2.74 -0.01
H 8.01 1.98 -1.86
H 9.47 1.04 -1.81
H 9.51 2.72 -2.31
H 8.84 3.52 -0.19
H 8.78 2.17 1.91
H 9.16 0.75 1.08
H 7.18 -0.46 0.49
H 7.11 0.45 -0.98
H 5.71 0.33 0.19
H 11.33 1.96 -0.30
H 10.98 2.82 0.97
O 3.80 -0.67 -3.49
H 4.37 -1.30 -3.02
H 4.03 -0.77 -4.42
O 4.80 -2.13 1.34
H 3.97 -2.49 1.67
H 5.00 -1.37 1.91
O -0.74 -3.36 -0.72
H -0.69 -2.45 -1.10
H -1.43 -3.33 -0.03
O 1.61 1.57 -4.73
H 2.24 0.85 -4.57
H 1.19 1.35 -5.56
O -3.68 -0.90 1.93
H -3.86 -0.35 2.70
H -4.34 -0.64 1.27
O 2.22 3.48 -1.12
H 1.98 3.45 -2.05
H 2.36 2.55 -0.87
O -2.52 -3.31 1.48
H -2.82 -2.39 1.45
H -3.00 -3.69 2.22
O 5.42 -2.07 -1.40
H 5.34 -2.05 -0.42
H 6.21 -2.59 -1.57
*
```


Record 4
Below is a cluster of 8 separate species, C42H76BClFO33S7 in total at a distorted geometry, with properties calculated with ωB97M-V/def2-TZVPD.

The total energy comes out at -204110.97230 eV. The calculation puts the LUMO energy at 1.19 eV. The value obtained for the HOMO-LUMO gap is 0.23886 Ha. Its molecular weight is 1398.77 g/mol. For the highest occupied orbital energy, the calculation gives -5.3 eV.

Geometry as ORCA input:
```
! RIJCOSX wB97M-V def2-TZVPD def2/J DEFGRID3
* xyz -1 1
C -2.64 -1.83 -1.61
C -1.44 -1.77 -1.64
C 0.02 -1.74 -1.67
C 0.61 -1.08 -2.94
C 1.68 -0.04 -2.64
C 1.18 1.15 -1.79
F -0.19 1.28 -2.10
O 1.36 0.79 -0.48
B 1.20 2.02 0.34
C 1.96 1.73 1.77
C 3.24 1.03 1.71
C 4.29 0.46 1.73
C -0.38 2.46 0.61
C -0.76 2.93 2.01
C -1.98 3.88 1.96
Cl -1.30 1.50 3.01
O 1.77 3.05 -0.62
C 1.94 2.53 -1.90
C 3.40 2.40 -2.38
C 4.40 2.18 -1.24
C 5.86 2.46 -1.66
C 6.38 3.82 -1.17
C 6.22 4.06 0.34
C 5.83 5.54 0.59
C 4.33 5.68 0.29
C 3.44 5.05 1.38
C 2.35 5.98 1.97
C 2.33 5.94 3.49
C 1.01 6.38 4.12
C 1.21 3.33 -3.01
O 0.10 4.11 -2.58
C 0.49 5.37 -2.11
O -0.62 6.21 -2.08
C -1.53 5.85 -1.06
C -2.82 6.67 -1.21
O -3.25 7.14 0.08
H -3.66 -1.87 -1.31
H 0.36 -2.77 -1.59
H 0.34 -1.23 -0.76
H 1.10 -1.88 -3.51
H -0.16 -0.70 -3.60
H 2.57 -0.47 -2.18
H 2.01 0.36 -3.61
H 1.29 1.08 2.34
H 2.09 2.62 2.39
H 5.26 0.03 1.78
H -1.03 1.62 0.34
H -0.61 3.28 -0.08
H 0.03 3.47 2.53
H -2.49 3.84 2.93
H -1.65 4.90 1.75
H -2.67 3.50 1.21
H 3.72 3.31 -2.90
H 3.51 1.59 -3.10
H 4.32 1.13 -0.96
H 4.11 2.81 -0.41
H 5.91 2.49 -2.75
H 6.51 1.65 -1.32
H 5.88 4.62 -1.72
H 7.45 3.87 -1.41
H 7.17 3.87 0.85
H 5.49 3.39 0.78
H 6.35 6.14 -0.15
H 6.07 5.85 1.61
H 4.11 5.13 -0.63
H 4.04 6.71 0.09
H 3.01 4.15 0.95
H 4.09 4.74 2.20
H 2.55 6.98 1.59
H 1.38 5.66 1.55
H 3.15 6.56 3.86
H 2.55 4.92 3.82
H 0.56 7.22 3.59
H 0.30 5.54 4.13
H 1.18 6.67 5.15
H 1.89 4.01 -3.54
H 0.82 2.65 -3.77
H 0.94 5.28 -1.11
H 1.24 5.83 -2.76
H -1.79 4.79 -1.09
H -1.07 6.05 -0.08
H -3.59 6.02 -1.62
H -2.63 7.52 -1.86
H -3.96 6.58 0.38
C -0.62 2.78 7.06
C 0.17 3.83 7.82
O 1.51 3.35 7.80
S 1.78 2.55 6.43
O 2.40 3.42 5.51
O 2.32 1.28 6.75
O 0.25 2.38 6.00
H -0.83 1.91 7.69
H -1.55 3.17 6.65
H -0.17 3.96 8.84
H 0.14 4.80 7.30
C -2.09 -3.38 -5.24
C -2.19 -3.37 -6.75
O -0.84 -3.63 -7.19
S -0.12 -4.59 -6.14
O -0.17 -5.93 -6.62
O 1.11 -4.00 -5.76
O -1.16 -4.43 -4.95
H -1.69 -2.44 -4.86
H -3.04 -3.58 -4.77
H -2.54 -2.42 -7.14
H -2.83 -4.18 -7.12
C -3.93 -6.99 -4.17
C -5.28 -7.67 -4.28
O -6.20 -6.71 -3.73
S -5.70 -5.23 -4.06
O -6.37 -4.74 -5.21
O -5.68 -4.49 -2.85
O -4.20 -5.61 -4.48
H -3.53 -7.05 -3.16
H -3.20 -7.39 -4.87
H -5.32 -8.59 -3.72
H -5.56 -7.85 -5.32
C 7.36 11.17 -1.04
C 5.91 10.79 -1.26
O 5.92 9.36 -1.21
S 7.03 8.85 -0.17
O 6.41 8.60 1.07
O 7.86 7.91 -0.83
O 7.83 10.25 -0.05
H 7.96 11.05 -1.94
H 7.47 12.19 -0.67
H 5.53 11.12 -2.23
H 5.27 11.16 -0.47
C -6.09 -10.69 0.31
C -5.09 -9.60 0.65
O -3.85 -10.08 0.10
S -4.14 -10.92 -1.23
O -3.95 -10.07 -2.35
O -3.49 -12.17 -1.13
O -5.71 -11.11 -1.02
H -6.01 -11.53 0.98
H -7.11 -10.33 0.30
H -4.99 -9.45 1.72
H -5.34 -8.65 0.17
C -0.79 -2.00 2.28
C -2.21 -2.47 2.10
O -2.11 -3.89 1.95
S -0.89 -4.43 2.84
O -1.39 -4.92 4.07
O -0.06 -5.24 2.01
O -0.18 -3.03 3.10
H -0.26 -1.96 1.33
H -0.73 -1.04 2.78
H -2.68 -2.03 1.22
H -2.82 -2.26 2.99
C -7.09 -15.09 3.78
C -5.91 -14.59 2.97
O -6.43 -14.41 1.65
S -7.97 -13.96 1.74
O -8.04 -12.54 1.62
O -8.73 -14.81 0.91
O -8.21 -14.34 3.27
H -7.27 -16.15 3.60
H -6.98 -14.91 4.84
H -5.08 -15.29 2.95
H -5.55 -13.62 3.34
*
```